1.
This record from OMol25 describes C35H95N8O9Pd as an isolated structure in a non-equilibrium geometry. The level of theory is ωB97M-V/def2-TZVPD.

highest occupied orbital energy (spin up / spin down)	-4.52 / -8.02	eV
E_tot	-2633.2357	a.u.
spin multiplicity	4
HOMO-LUMO gap (spin up / spin down)	5.2 / 7.3	eV

Last column: Löwdin charge in e.
Positions of all 148 atoms, in Å:
Pd 14.35273 -34.72405 -12.53117  0.803
C 15.36734 -31.59257 -9.70320  -0.074
C 14.13979 -31.77935 -10.52136  -0.617
C 14.22045 -30.81665 -11.71708  -0.050
O 14.03409 -33.07727 -11.00411  -0.378
H 16.22004 -31.89655 -10.31031  0.066
H 15.42521 -32.03929 -8.71064  0.065
H 15.50377 -30.52475 -9.53217  0.056
H 13.27924 -31.39748 -9.97206  0.096
H 13.35313 -30.98039 -12.35665  0.054
H 15.17327 -30.90858 -12.23842  0.069
H 14.13427 -29.82097 -11.28201  0.063
C 19.10672 -30.67718 -5.54782  -0.034
C 19.13215 -30.22709 -7.05225  -0.425
C 18.70893 -31.27528 -8.04199  -0.219
O 19.63166 -32.34655 -8.08810  -0.175
C 19.47959 -33.16303 -9.28577  -0.070
N 18.30433 -29.06244 -7.32558  0.044
H 19.76999 -31.53473 -5.43486  0.075
H 18.10998 -30.87659 -5.15435  0.070
H 19.40242 -29.80515 -4.96452  0.064
H 20.15008 -29.93467 -7.30997  0.132
H 18.77304 -30.83932 -9.03895  0.119
H 17.70894 -31.66656 -7.85483  0.119
H 19.81161 -32.66371 -10.19600  0.050
H 18.43815 -33.38570 -9.51803  0.058
H 20.06572 -34.08184 -9.30412  0.090
H 18.50065 -28.65725 -8.22968  0.032
H 18.65675 -28.31200 -6.74877  0.068
C 16.34865 -35.36686 -9.53985  -0.063
C 15.60624 -36.55519 -10.10889  -0.433
C 15.38195 -37.72203 -9.10704  -0.159
O 14.55234 -38.70704 -9.75443  -0.205
C 14.37927 -39.88787 -9.00657  -0.110
N 14.33377 -36.06786 -10.63741  -0.022
H 17.23508 -35.74757 -9.03251  0.087
H 15.62576 -34.81540 -8.93866  0.056
H 16.61001 -34.69179 -10.35476  0.054
H 16.14988 -36.93216 -10.97518  0.121
H 14.89258 -37.41573 -8.18249  0.121
H 16.39128 -38.08598 -8.91496  0.125
H 13.82028 -39.71008 -8.08786  0.084
H 15.34597 -40.30552 -8.72525  0.086
H 13.80516 -40.63007 -9.56123  0.089
H 13.88225 -36.94571 -10.42387  0.071
H 14.07820 -35.37890 -9.94448  0.014
C 8.48959 -31.71261 -10.45052  -0.062
C 9.86394 -31.39978 -10.91106  -0.425
C 10.37739 -29.93190 -10.61682  -0.183
O 9.67781 -28.88607 -11.19595  -0.188
C 9.99481 -28.53570 -12.49594  -0.099
N 10.79042 -32.39035 -10.37389  0.075
H 7.84984 -30.92451 -10.84766  0.083
H 8.46161 -31.62968 -9.36403  0.072
H 8.02934 -32.66818 -10.70181  0.080
H 9.83454 -31.50343 -11.99573  0.114
H 11.43345 -29.93153 -10.88670  0.111
H 10.33330 -29.82930 -9.53256  0.105
H 9.17016 -27.87835 -12.77153  0.097
H 9.97442 -29.41829 -13.13524  0.088
H 10.91423 -27.95335 -12.43561  0.082
H 10.77420 -32.45655 -9.36620  0.040
H 11.74414 -32.10638 -10.54677  0.027
C 14.22098 -34.45125 -6.42161  -0.046
C 12.93815 -34.00579 -7.11558  -0.403
C 12.59985 -32.54675 -6.88605  -0.230
O 11.33936 -32.36931 -7.44324  -0.213
C 10.83992 -31.04896 -7.15471  -0.070
N 12.89194 -34.33432 -8.53938  0.073
H 15.06129 -33.76848 -6.54740  0.071
H 14.59061 -35.36374 -6.88941  0.055
H 14.11624 -34.58247 -5.34461  0.079
H 12.08871 -34.51110 -6.65601  0.139
H 13.33172 -31.87615 -7.33633  0.123
H 12.59655 -32.40504 -5.80530  0.128
H 11.35686 -30.26658 -7.71039  0.059
H 10.98588 -30.87661 -6.08837  0.091
H 9.77755 -30.98076 -7.38887  0.086
H 13.51632 -33.77842 -9.10612  0.026
H 12.01954 -34.01055 -8.93207  0.051
C 9.99512 -34.97861 -13.61371  -0.052
C 11.52107 -34.79383 -13.68255  -0.405
C 12.01740 -33.43673 -14.29796  -0.176
O 13.41242 -33.37364 -14.22463  -0.368
C 13.99714 -32.20768 -14.79557  -0.094
N 12.02664 -34.98920 -12.36094  0.013
H 9.47919 -34.11896 -13.18602  0.070
H 9.69404 -35.81172 -12.97859  0.079
H 9.55006 -35.08845 -14.60263  0.078
H 11.83245 -35.61025 -14.33416  0.131
H 11.68751 -32.53164 -13.78798  0.118
H 11.65754 -33.37515 -15.32500  0.131
H 13.78067 -32.09624 -15.85803  0.090
H 15.06730 -32.07871 -14.63360  0.081
H 13.46921 -31.36815 -14.34324  0.065
H 11.87353 -34.11378 -11.88107  0.054
H 11.46417 -35.67206 -11.87370  0.097
C 16.82656 -27.62592 -10.82951  -0.036
C 16.91122 -26.49810 -9.74577  -0.426
C 18.34755 -26.00874 -9.65811  -0.204
O 19.24432 -27.03931 -9.28202  -0.236
C 20.55869 -26.59351 -8.93892  -0.078
N 16.10640 -25.40596 -10.17282  0.041
H 17.24445 -28.57485 -10.49339  0.047
H 17.34469 -27.31331 -11.73611  0.087
H 15.79197 -27.93002 -10.98846  0.060
H 16.54863 -26.82023 -8.76962  0.132
H 18.53043 -25.23198 -8.91561  0.123
H 18.55450 -25.61309 -10.65244  0.124
H 20.42009 -25.97039 -8.05540  0.084
H 21.06037 -26.06983 -9.75266  0.091
H 21.14585 -27.44460 -8.59396  0.087
H 15.14669 -25.71426 -10.23630  0.034
H 16.36567 -25.03795 -11.07695  0.080
C 12.65369 -25.55068 -11.25716  -0.064
C 11.68882 -25.88080 -10.10278  -0.395
C 12.38056 -26.47489 -8.87541  -0.243
O 13.07014 -27.62983 -9.22046  -0.209
C 13.70442 -28.36167 -8.11190  -0.039
N 11.07103 -24.61597 -9.68733  0.027
H 13.18265 -26.45719 -11.55130  0.066
H 13.43612 -24.83072 -11.01727  0.064
H 12.10838 -25.16196 -12.11718  0.079
H 10.94186 -26.53698 -10.54951  0.122
H 11.67198 -26.68525 -8.07430  0.120
H 13.04640 -25.74062 -8.42198  0.124
H 14.34883 -29.17906 -8.43550  0.066
H 12.87066 -28.70231 -7.49798  0.068
H 14.35337 -27.72678 -7.50868  0.084
H 11.66630 -23.89659 -9.30231  0.070
H 10.45983 -24.75812 -8.89593  0.062
C 22.85757 -32.24592 -13.34874  -0.048
C 21.80160 -31.17775 -12.94415  -0.460
C 20.40733 -31.67947 -12.99433  -0.265
O 19.50362 -30.64780 -12.67757  -0.186
C 18.10048 -31.09001 -12.51096  -0.052
N 22.01638 -30.65356 -11.60977  0.051
H 22.69922 -32.45985 -14.40575  0.069
H 22.76794 -33.20349 -12.83580  0.075
H 23.84102 -31.77907 -13.29416  0.076
H 21.87082 -30.36717 -13.66958  0.139
H 20.32588 -32.56700 -12.36685  0.117
H 20.24707 -31.98532 -14.02820  0.129
H 17.53009 -31.14198 -13.43835  0.076
H 17.66919 -30.29031 -11.90882  0.059
H 17.94955 -32.04386 -12.00549  0.072
H 21.10584 -30.22494 -11.52442  0.051
H 22.05363 -31.43097 -10.96608  0.066

=====

2.
This record from OMol25 describes a 2-piece molecular cluster, C5H8N2 overall in a non-equilibrium geometry. The level of theory is ωB97M-V/def2-TZVPD.

highest occupied orbital energy (spin up / spin down)	-8.11 / -7.34	eV
E_tot	-304.6688	a.u.
energy above the lowest of the compared OMol25 structures with the same formula, charge and spin	104.57	kcal/mol
HOMO-LUMO gap (spin up / spin down)	8.1 / 7.4	eV

Last column: Löwdin charge in e.
Positions of all 15 atoms, in Å:
C -1.70888 0.68413 -0.38188  -0.218
C -0.15231 0.26370 -2.11526  0.093
C -0.39036 0.55005 -0.79916  -0.368
C 0.01137 -1.75697 1.04296  0.058
C 0.69464 0.42065 0.06538  -0.236
N -2.76638 0.60512 0.02641  0.183
N 0.88204 1.30741 1.08436  0.064
H 0.82984 0.33714 -2.48448  0.052
H -0.90449 0.40350 -2.85668  0.065
H 0.87766 -2.40028 0.85471  0.003
H -0.00164 -1.19263 1.94841  -0.021
H -0.89687 -2.17591 0.75134  -0.024
H 1.58540 0.03607 -0.45200  0.129
H 1.79554 1.51339 1.51340  0.108
H 0.14445 1.40463 1.80251  0.112

=====

3.
This record from OMol25 describes a 3-piece molecular cluster, C2H12N2O2 overall in a non-equilibrium geometry. The level of theory is ωB97M-V/def2-TZVPD.

highest occupied orbital energy	-9.29	eV
E_tot	-343.3283	a.u.
SMILES string	CNCN.O.O
energy above the lowest of the compared OMol25 structures with the same formula, charge and spin	40.68	kcal/mol
HOMO-LUMO gap	10.0	eV

Last column: Löwdin charge in e.
Positions of all 18 atoms, in Å:
C 0.53177 1.23051 1.63833  -0.075
N 0.18032 1.26759 0.15623  -0.158
C 0.32817 -0.08014 -0.57762  -0.302
N -0.48326 -1.16267 -0.09169  -0.024
H 1.28975 1.98798 1.79268  0.060
H 0.79605 0.20158 1.98121  0.087
H -0.44393 1.57497 2.11014  0.089
H 0.37035 1.98373 -0.51642  0.093
H 0.06933 -0.00637 -1.59277  0.089
H 1.46251 -0.33800 -0.51615  0.125
H -1.15901 -1.61256 -0.75798  0.100
H -1.20308 -0.89252 0.61266  0.092
H 0.72262 -3.24097 -0.45909  -0.047
H 2.19196 -3.38777 -0.73108  0.046
O 1.35196 -3.88579 -0.68062  -0.055
H -2.37496 2.81648 -0.86718  0.013
H -1.36699 1.67221 -0.53658  -0.017
O -2.26357 1.87172 -0.96407  -0.115